No. 1
The following is a quantum chemistry calculation of a structure of composition C32H22N3O4S4Ti at a distorted geometry, from OMol25.

Element x y z (Å)
Ti: -0.31911 0.88839 0.68873
C: -1.04515 -3.50641 1.93045
C: -0.03206 -3.74886 2.86285
C: 0.81052 -2.68121 3.20226
C: 0.62453 -1.43310 2.62892
N: -0.38399 -1.22591 1.74945
C: -1.19517 -2.23272 1.45926
C: 1.50791 -0.32702 2.89631
C: 2.43226 -0.40815 3.92106
C: 3.27789 0.69603 4.11598
C: 3.06112 1.89285 3.41375
C: 2.16831 1.88466 2.39160
N: 1.43490 0.76141 2.12042
C: 1.86584 2.99784 1.50784
C: 2.67047 4.15559 1.56673
C: 2.16198 5.28530 0.96920
C: 0.98208 5.26445 0.23425
C: 0.34123 4.03337 0.12490
N: 0.75115 2.93861 0.78005
H: -1.74638 -4.25168 1.58080
H: 0.18663 -4.67346 3.35515
H: 1.54229 -2.91569 3.94248
H: -1.98251 -1.99778 0.78634
H: 2.53334 -1.24920 4.58478
H: 4.07893 0.59988 4.84374
H: 3.69175 2.74707 3.57844
H: 3.62196 4.09883 2.08410
H: 2.67256 6.27353 1.03546
H: 0.58536 6.15030 -0.21016
H: -0.60585 3.90863 -0.37418
O: -5.90834 4.94383 2.15793
C: -4.92340 4.29156 1.94933
S: -3.86343 3.64656 3.15825
C: -2.69709 2.78585 2.11791
C: -2.96374 2.90874 0.79741
S: -2.18823 2.01189 -0.48023
S: -4.40276 3.86664 0.32441
S: -1.52985 1.66825 2.78399
O: -0.96443 -0.47509 -0.95757
C: 0.02322 -0.99600 -1.91851
C: 1.39237 -0.32067 -1.46422
O: 2.40506 -0.78659 -1.95274
O: 1.31365 0.60843 -0.57021
C: -0.03597 -2.47608 -1.69771
C: -1.25971 -3.14147 -1.95432
C: -1.42676 -4.46875 -1.61826
C: -0.39789 -5.10749 -0.92465
C: 0.77368 -4.44631 -0.66804
C: 0.98092 -3.13152 -1.04466
C: -0.35900 -0.67119 -3.38357
C: -0.93439 0.53581 -3.77362
C: -1.23474 0.77489 -5.11640
C: -0.83795 -0.11581 -6.10187
C: -0.20271 -1.27889 -5.72327
C: 0.00136 -1.59907 -4.37766
H: -1.78499 -0.22633 -1.40303
H: -2.04684 -2.61122 -2.47524
H: -2.36112 -4.96572 -1.79050
H: -0.42469 -6.17195 -0.76342
H: 1.53090 -4.97714 -0.13014
H: 1.91691 -2.59964 -0.72409
H: -1.18291 1.25908 -3.03512
H: -1.84532 1.68137 -5.34066
H: -1.01336 0.12597 -7.14161
H: 0.23423 -1.94321 -6.44627
H: 0.52449 -2.52430 -4.08262

Results
2S+1: 2
Expectation value of S²: 0.76
Net charge: 0
Frontier orbital gap (spin up / spin down) in eV: 5.785 / 5.738
E_HOMO (spin up / spin down) in eV: -6.863 / -6.867
E_LUMO (spin up / spin down) in eV: -1.078 / -1.129



No. 2
The following is a quantum chemistry calculation of a structure of composition C32H23AsN2O2W at a distorted geometry, from OMol25.

Element x y z (Å)
W: -0.96280 0.31489 -0.59592
O: -1.92066 1.84007 -0.57381
C: -2.27196 3.18393 -0.90712
C: -3.27959 4.10177 -0.36602
C: -3.34931 5.36276 -0.96786
C: -2.53348 5.78801 -1.95227
C: -1.55759 4.95890 -2.50822
C: -1.53295 3.63850 -2.00502
C: -0.47586 2.76949 -2.48457
N: 0.03025 1.67986 -1.95641
N: 1.36262 1.24689 -2.66607
C: 1.31904 -0.05587 -2.54816
O: 0.51390 -0.61756 -1.62366
C: 2.06700 -1.01467 -3.44514
C: 3.33720 -0.60342 -3.83559
C: 4.05786 -1.35603 -4.73375
C: 3.49565 -2.53224 -5.18598
C: 2.23005 -2.96237 -4.83256
C: 1.51719 -2.19670 -3.93843
H: -3.89618 3.89958 0.49625
H: -4.08681 5.94723 -0.47123
H: -2.67799 6.79846 -2.30393
H: -0.88831 5.35128 -3.22369
H: 0.07337 3.06309 -3.37112
H: 3.75661 0.30041 -3.38492
H: 5.08894 -1.07396 -4.98811
H: 4.05655 -3.17363 -5.82618
H: 1.86903 -3.87236 -5.26756
H: 0.53515 -2.48099 -3.58038
C: 1.52375 -2.35491 5.94396
C: 0.24426 -2.26831 5.36716
C: 0.00682 -1.42570 4.28353
C: 1.08558 -0.63127 3.80161
C: 2.33231 -0.70230 4.40299
C: 2.55424 -1.54931 5.51459
As: 1.34077 0.24596 2.08482
C: -0.66868 0.58419 1.97759
C: -1.41987 1.68413 2.46377
C: -2.79050 1.65107 2.50569
C: -3.52004 0.46140 2.15946
C: -2.85102 -0.64912 1.73128
C: -1.45098 -0.59194 1.59439
C: -0.63254 -1.65832 0.93382
C: -1.15143 -2.61241 0.06144
C: -0.25295 -3.40305 -0.67294
C: 1.08955 -3.27701 -0.45604
C: 1.64379 -2.31180 0.45257
C: 0.81958 -1.42824 1.10020
H: 1.69511 -2.99861 6.77632
H: -0.56505 -2.86277 5.79137
H: -0.96147 -1.34867 3.81538
H: 3.20269 -0.11751 4.11047
H: 3.53253 -1.63390 5.98372
H: -0.93310 2.62044 2.70172
H: -3.39015 2.48326 2.75965
H: -4.57987 0.41886 2.17989
H: -3.30552 -1.59350 1.55217
H: -2.25900 -2.71468 -0.02632
H: -0.68884 -4.16066 -1.30315
H: 1.73603 -3.92256 -1.03635
H: 2.73710 -2.23807 0.49271

Results
2S+1: 3
Expectation value of S²: 2.03
Net charge: +2
Frontier orbital gap (spin up / spin down) in eV: 6.021 / 5.837
E_HOMO (spin up / spin down) in eV: -13.997 / -14.090
E_LUMO (spin up / spin down) in eV: -7.976 / -8.253



No. 3
The following is a quantum chemistry calculation of a structure of composition C32H23ClN4O3RuS, from OMol25.

Element x y z (Å)
Ru: -1.19953 1.41221 -1.06133
Cl: -6.56768 2.40196 3.53603
C: -5.34570 2.50932 2.31551
C: -5.58152 3.25559 1.15544
C: -4.62059 3.33693 0.17867
C: -3.39863 2.66331 0.29616
O: -2.50676 2.80152 -0.67453
C: -3.15735 1.91691 1.47586
C: -1.92101 1.25465 1.76513
N: -0.98911 0.96035 0.91157
C: 0.25766 0.40280 1.23223
C: 0.47350 -0.23297 2.43762
C: 1.70815 -0.74503 2.79512
C: 2.81415 -0.61381 1.91373
C: 2.68138 -0.02899 0.70770
C: 3.78817 0.06785 -0.27663
C: 3.47148 1.04193 -2.24147
C: 2.12968 1.58095 -2.64658
N: 1.23908 1.99900 -1.83958
C: 1.36349 0.48022 0.18221
C: -4.14814 1.87473 2.48037
H: -6.52385 3.77384 1.03893
H: -4.78398 3.91841 -0.71873
H: -1.74500 1.02747 2.81297
H: -0.35054 -0.34255 3.13062
H: 1.83310 -1.23812 3.74848
H: 3.78090 -1.00576 2.20536
H: 4.70714 -0.36217 0.11289
H: 4.19623 1.16958 -3.04176
H: 1.86469 1.55399 -3.70226
H: -3.96008 1.31805 3.39022
C: -0.74559 -6.54926 0.30060
C: -0.93835 -5.21409 -0.36363
C: -1.40244 -4.11390 0.35814
C: -1.57075 -2.88479 -0.25071
C: -1.27672 -2.76271 -1.60399
C: -0.81113 -3.83813 -2.34865
C: -0.65378 -5.06086 -1.71937
S: -1.30891 -1.17401 -2.33400
O: -2.54695 -0.44088 -2.09140
O: -0.82391 -1.25816 -3.67560
N: -0.32306 -0.29253 -1.36323
C: 1.01858 -0.41155 -1.03358
C: 1.96916 -0.96777 -1.78639
C: 3.36910 -0.45058 -1.68231
C: 3.95002 1.52171 -0.83819
C: 2.99082 2.44863 -0.20556
C: 3.28130 3.59407 0.46590
C: 2.23947 4.37470 0.98993
C: 0.89646 3.96068 0.78037
N: 0.55993 2.88873 0.14371
C: 1.56990 2.02544 -0.40249
H: -1.06369 -6.52786 1.34108
H: 0.30350 -6.84704 0.26820
H: -1.31769 -7.32008 -0.21726
H: -1.63434 -4.22668 1.40995
H: -1.93602 -2.02901 0.30453
H: -0.58859 -3.70760 -3.39904
H: -0.30127 -5.91272 -2.28821
H: 1.68388 -1.53150 -2.66838
H: 4.09697 -1.11252 -2.14305
H: 4.97237 1.89087 -0.81832
H: 4.31189 3.90756 0.58270
H: 2.44070 5.29789 1.51338
H: 0.07979 4.57177 1.15491

Results
2S+1: 6
Expectation value of S²: 8.85
Net charge: +1
Frontier orbital gap (spin up / spin down) in eV: 6.437 / 6.508
E_HOMO (spin up / spin down) in eV: -9.875 / -10.886
E_LUMO (spin up / spin down) in eV: -3.439 / -4.378



no.,DFT total energy (Ha)
1,-4140.25691
2,-3795.38815
3,-2630.84302